1.
C18H20F15N2O6ScSe | the ωB97M-V functional and the def2-TZVPD basis

Properties
relative energy (zero: lowest compared OMol25 entry of this formula, charge and spin): 1.0674 eV
strongest force on any atom: 0.0749 hartree/bohr
E_LUMO: 4.162 eV

```
! RIJCOSX wB97M-V def2-TZVPD def2/J DEFGRID3
* xyz -2 1
Sc -0.60610 -0.18916 -1.55003
C -1.24018 -3.54920 2.54942
C 0.06326 -2.98160 1.99195
N 0.50413 -1.72111 2.67604
C 0.26768 -1.72555 4.14214
C 1.05293 -2.77630 4.93952
C 1.55112 -0.87775 2.15089
C 1.71283 -0.73081 0.62462
N 0.94866 0.32949 0.00090
C 1.62183 1.47488 -0.19180
C 1.14692 2.77934 0.14423
F -0.17350 3.01293 0.43245
C 2.02933 3.83190 0.20086
F 1.51488 5.09844 0.40884
C 3.37565 3.75972 -0.06798
C 3.86254 2.49891 -0.48642
F 5.18543 2.37847 -0.81373
C 2.98625 1.45306 -0.69771
F 3.35803 0.37930 -1.47607
H -1.57761 -4.36664 1.84515
H -1.05298 -3.92349 3.57348
H -1.98691 -2.75839 2.52853
H 0.93255 -3.72650 2.05946
H -0.10035 -2.66348 0.95462
H 0.51172 -0.69722 4.39996
H -0.80822 -1.83535 4.28062
H 1.89102 -2.22910 5.47704
H 0.40026 -3.16796 5.71957
H 1.42772 -3.52445 4.30248
H 1.40733 0.10349 2.59977
H 2.51815 -1.23330 2.54705
H 2.80246 -0.57795 0.42773
H 1.48305 -1.69946 0.14625
H 3.95686 4.68512 -0.00078
O -2.50959 -1.03477 -1.71207
Se -2.10918 -2.66937 -1.58468
O -2.69569 -3.34027 -0.16249
O -0.39991 -2.29996 -1.36144
O -2.52549 -3.47723 -2.99652
F -2.73614 1.05821 2.01749
C -3.85101 1.58361 2.56266
F -3.43743 2.56325 3.44930
C -4.58151 0.36622 3.25366
F -3.83741 -0.38701 4.14071
F -4.98733 -0.51410 2.33609
F -5.70022 0.76836 3.91000
O -2.07671 1.54356 -0.92999
H -2.95610 1.11684 -0.97868
H -2.15136 2.37768 -1.42398
C -0.54353 0.42460 -5.47875
C 0.34157 1.09706 -4.41407
O 0.05596 0.45733 -3.18081
C -0.07679 2.59131 -4.27454
F -1.45241 2.66562 -4.10948
F 0.52557 3.15066 -3.20520
F 0.18520 3.30007 -5.37633
C 1.84931 0.83297 -4.72154
F 2.01881 -0.53975 -4.74909
F 2.20962 1.36592 -5.91049
F 2.69849 1.34584 -3.79249
H -1.56724 0.36189 -5.09667
H -0.14414 -0.56984 -5.63356
H -0.51211 1.03101 -6.41609
*
```

Results of the natural (NBO) charge analysis, in e, for atoms 1 through 6: 1.95, -0.63, -0.22, -0.46, -0.22, -0.64

---

2.
C18H20F3NO2S | the ωB97M-V functional and the def2-TZVPD basis

Properties
relative energy (zero: lowest compared OMol25 entry of this formula, charge and spin): 0.0364 eV
strongest force on any atom: 0.0360 hartree/bohr
E_LUMO: -1.421 eV

```
! RIJCOSX wB97M-V def2-TZVPD def2/J DEFGRID3
* xyz 0 1
C 0.12410 1.06285 -3.90237
C -0.19197 0.77396 -2.41730
C -0.52660 2.06649 -1.67484
C -1.34935 -0.26284 -2.34104
C -1.03632 -1.61039 -2.50363
C -2.03856 -2.57917 -2.51960
C -3.37451 -2.20123 -2.34890
C -3.68877 -0.85210 -2.16188
C -2.68099 0.11299 -2.13299
O 1.00458 0.20015 -2.00991
S 1.61227 0.19516 0.02791
C 2.62488 -1.23256 -0.54423
F 3.58686 -0.80306 -1.39312
F 3.23886 -1.84943 0.51348
F 1.87420 -2.17019 -1.19438
H -0.71115 1.55828 -4.40707
H 1.01739 1.69690 -3.97743
H 0.36354 0.12441 -4.41873
H -1.38490 2.56025 -2.15191
H -0.77105 1.84576 -0.62796
H 0.33894 2.74071 -1.70901
H 0.00933 -1.89317 -2.63377
H -1.76085 -3.61953 -2.69304
H -4.16192 -2.95595 -2.33953
H -4.72531 -0.53542 -2.05336
H -2.93345 1.16691 -1.98802
C -1.00408 -1.77673 1.25252
C -0.37516 -0.47097 1.57812
C 1.13340 -0.38175 1.65092
N 1.49041 0.58402 2.71610
C 1.21331 1.91316 2.65429
C 1.38640 2.69069 3.80527
C 1.90047 2.14086 4.98030
C 2.17717 0.78060 4.99299
C 1.95978 0.03325 3.85498
O -1.00252 0.56595 1.74725
H -0.26711 -2.46250 0.82271
H -1.44780 -2.21465 2.15733
H -1.81977 -1.60981 0.54142
H 1.57502 -1.34485 1.85021
H 0.75086 2.29913 1.74194
H 1.11138 3.74063 3.74170
H 2.08505 2.75817 5.86543
H 2.53993 0.24899 5.87037
H 2.13402 -1.03398 3.77881
*
```

Results of the natural (NBO) charge analysis, in e, for atoms 1 through 6: -0.60, 0.23, -0.64, -0.04, -0.22, -0.22

---

3.
C18H20FN3O2S | the ωB97M-V functional and the def2-TZVPD basis

Properties
relative energy (zero: lowest compared OMol25 entry of this formula, charge and spin): 14.6008 eV
strongest force on any atom: 0.3574 hartree/bohr
E_LUMO: -0.336 eV

```
! RIJCOSX wB97M-V def2-TZVPD def2/J DEFGRID3
* xyz 0 1
O 5.13241 1.54744 0.21483
C 5.29530 0.33823 -0.09557
N 4.21977 -0.23538 -0.59575
N 2.89844 0.31515 -0.68181
C 1.71045 -0.53279 -0.77517
O 1.63684 -1.65778 -0.59212
C 0.35606 0.38798 -0.40293
C -0.77841 -0.19008 -1.29127
C -2.07251 0.64780 -1.08300
N -2.21544 0.83630 0.41136
C -1.22035 1.84616 1.00432
C 0.02892 0.94131 0.79344
H 0.03235 -0.26941 1.33515
H 0.96982 1.50144 1.38424
H -1.04138 2.60073 0.34025
H -1.45830 1.81969 2.16113
C -3.51095 1.33929 0.69729
C -4.70593 0.48599 0.44191
C -5.72707 1.06046 -0.33904
C -6.89438 0.10860 -0.39179
C -6.79830 -1.26500 -0.20855
C -5.70430 -1.56427 0.66699
C -4.55312 -0.67101 0.81614
H -3.71039 -1.07463 1.41980
F -5.46467 -2.77725 0.65664
H -7.45802 -1.95066 -0.30258
H -7.75327 0.21237 -1.00570
H -5.89407 2.14389 -0.62107
H -3.67945 1.75424 1.81218
H -3.64411 2.37975 0.11291
H -1.91204 1.67973 -1.60560
H -2.91076 0.05295 -1.51029
H -0.84386 -1.12870 -0.64194
H -0.61262 -0.53186 -2.25135
H 0.60033 1.37836 -1.11397
H 2.98616 1.54182 -0.43323
H 3.97118 -1.32474 -0.75709
C 6.35255 -0.42949 0.33628
C 6.57878 -1.73658 -0.13804
C 7.80663 -2.01595 0.23426
C 8.74477 -1.16802 0.74233
S 7.62883 0.43736 0.88788
H 9.59771 -1.13404 0.90515
H 8.25772 -3.28306 0.05439
H 5.75869 -2.41636 -0.59102
*
```

Results of the natural (NBO) charge analysis, in e, for atoms 1 through 6: -0.66, 0.58, -0.42, -0.53, 0.73, -0.56

---

4.
C18H20N2O3 | the ωB97M-V functional and the def2-TZVPD basis

Properties
SMILES string: COc1ccc(C/C(N)=N/OC(=O)CCc2ccccc2)cc1
relative energy (zero: lowest compared OMol25 entry of this formula, charge and spin): 2.9512 eV
strongest force on any atom: 0.0306 hartree/bohr
E_LUMO: 0.787 eV

```
! RIJCOSX wB97M-V def2-TZVPD def2/J DEFGRID3
* xyz 0 1
C 0.68775 5.79919 3.52775
O 1.83244 4.99134 3.65287
C 2.14790 4.14668 2.63179
C 3.29397 3.37308 2.81418
C 3.69870 2.48297 1.84122
C 2.97950 2.34440 0.66028
C 3.38374 1.35393 -0.39886
C 2.37776 0.22636 -0.43926
N 2.21479 -0.46081 0.71538
N 1.74625 0.13385 -1.54178
O 0.69464 -0.77762 -1.77194
C 0.67269 -2.04737 -1.40576
O 1.50412 -2.61858 -0.73436
C -0.59461 -2.69487 -1.91694
C -1.70077 -2.53449 -0.85778
C -2.97324 -3.17072 -1.34029
C -3.87724 -2.44425 -2.10454
C -5.03468 -3.03598 -2.57779
C -5.30082 -4.36477 -2.29450
C -4.40394 -5.09771 -1.53636
C -3.24688 -4.50382 -1.06422
C 1.84008 3.11569 0.48453
C 1.42145 4.01025 1.45310
H 0.76677 6.47983 2.67381
H 0.63588 6.38080 4.44684
H -0.22137 5.19690 3.42998
H 3.85047 3.48878 3.73073
H 4.59359 1.89740 2.00128
H 4.37126 0.94271 -0.17983
H 3.40365 1.82480 -1.38102
H 2.88025 -0.28177 1.44989
H 1.85667 -1.40738 0.65756
H -0.90154 -2.21524 -2.84556
H -0.40186 -3.75379 -2.09045
H -1.37315 -3.00550 0.07142
H -1.86035 -1.47028 -0.67241
H -3.67281 -1.40640 -2.32637
H -5.73118 -2.45896 -3.16853
H -6.20477 -4.82723 -2.66246
H -4.60658 -6.13474 -1.31161
H -2.54948 -5.07883 -0.47163
H 1.27029 3.00951 -0.42657
H 0.53069 4.59265 1.27823
*
```

Results of the natural (NBO) charge analysis, in e, for atoms 1 through 6: -0.25, -0.49, 0.30, -0.25, -0.20, -0.07

---

5.
C18H20N2OS | the ωB97M-V functional and the def2-TZVPD basis

Properties
relative energy (zero: lowest compared OMol25 entry of this formula, charge and spin): 18.5383 eV
strongest force on any atom: 0.3755 hartree/bohr
E_LUMO: 0.118 eV

```
! RIJCOSX wB97M-V def2-TZVPD def2/J DEFGRID3
* xyz 0 1
C -0.45280 3.71414 5.40195
C 0.00849 2.84079 4.16954
C 1.01794 1.79010 4.39696
C 1.33507 1.09794 3.43580
N 2.16480 0.22590 3.30917
C 2.12340 -0.34171 2.15876
N 1.23698 0.31641 1.50575
C 0.93374 1.34098 2.15400
C 0.00968 2.33811 1.95287
C -0.49394 3.08282 2.97973
H -0.99931 3.73746 2.90329
H -0.31810 2.46771 1.00238
S 3.08887 -1.51374 1.46693
C 2.77024 -1.75415 -0.24547
C 1.39387 -2.12884 -0.51497
C 0.87353 -2.25890 -1.81828
C 0.64453 -0.73613 -2.48840
O 0.10582 -0.77187 -3.67983
C -1.08910 -0.98100 -3.96657
C -2.06118 -1.12157 -2.68276
C -3.34627 -1.08579 -2.98646
C -3.87555 -1.36688 -4.10174
C -2.97576 -1.25257 -5.32371
C -1.71474 -1.12679 -5.00221
H -0.73250 -0.84687 -6.08052
H -3.42287 -1.22670 -6.43687
H -5.11630 -1.24498 -4.43392
H -3.94197 -1.32525 -2.19846
H -1.75059 -0.99956 -1.61873
H 1.71952 -0.39570 -2.67433
H 0.39935 -0.17963 -1.81294
H 1.72771 -2.64457 -2.56631
H -0.01093 -2.76492 -2.07425
H 0.54274 -1.53884 0.12790
H 1.26062 -3.21410 -0.06467
H 2.91330 -0.78936 -0.57655
H 3.57719 -2.14463 -0.84842
H 2.67017 -0.59925 4.23910
H 1.42512 1.69308 5.56558
H -1.38235 3.61506 5.66976
H -0.31995 4.73260 5.17811
H 0.06153 3.36120 6.57878
*
```

Results of the natural (NBO) charge analysis, in e, for atoms 1 through 6: -0.57, 0.02, -0.21, 0.06, -0.46, 0.16

---

Results for frontier orbital gap: 4.43 4.53 8.20 9.29 7.69 (in eV, following the order of the records).